Record 1
# C24H42ClCuN6O4

C24H42ClCuN6O4 as an isolated structure (the ωB97M-V functional and the def2-TZVPD basis, the OMol25 dataset).

charge = 0
E_LUMO = 0.494 eV
HOMO level = -8.3 eV

Geometry as XYZ:
```
78
Properties=species:S:1:pos:R:3:forces:R:3
H 18.259 10.772 14.473 0.1 0.1 0.7
O 22.987 8.537 4.940 0.8 0.6 0.8
C 22.838 13.385 5.156 0.0 -0.2 0.5
C 17.790 5.057 6.327 1.0 -0.4 1.2
H 21.118 10.878 13.434 0.0 -0.2 -0.2
C 23.036 14.434 6.237 -0.6 0.3 0.3
O 22.210 6.459 5.662 -0.7 -0.4 0.4
C 19.515 6.013 7.975 -0.4 1.1 0.2
O 20.818 8.415 5.815 -0.4 -0.6 0.5
H 16.052 12.294 6.028 0.2 -0.5 -0.2
C 19.261 10.355 14.375 -0.3 -0.6 -0.7
H 17.070 4.825 7.111 -0.1 0.9 0.5
C 15.945 8.791 10.217 -1.9 0.5 -1.2
C 19.252 5.028 6.944 -0.8 -0.1 0.0
C 25.614 6.730 9.102 -0.4 -0.1 -0.6
C 23.005 11.955 5.762 0.0 0.3 -1.2
H 19.099 9.524 13.690 0.1 -0.2 -0.1
C 19.584 11.174 11.320 -0.5 1.2 1.7
H 18.550 12.416 12.718 -0.4 -0.7 0.1
H 18.072 8.478 10.152 -0.4 0.1 -0.5
C 15.344 11.634 6.529 -0.8 -1.0 -0.3
H 24.246 6.005 7.522 -0.1 0.3 -0.1
C 25.528 6.865 10.589 0.0 -0.4 1.1
Cl 21.825 7.707 5.050 0.7 1.0 -2.5
C 20.187 11.361 13.731 0.6 -0.1 0.4
H 17.424 9.173 11.585 0.0 0.1 0.1
C 17.217 8.419 10.826 0.4 -0.4 0.9
H 22.234 14.258 6.953 0.1 0.2 0.4
C 15.089 12.210 7.884 -0.1 1.3 0.6
H 22.933 15.471 5.919 -0.1 -0.1 -0.4
H 17.002 6.126 9.526 0.1 -0.2 -0.2
N 21.185 11.326 7.551 2.7 0.7 -2.4
H 15.562 5.789 10.449 0.0 0.5 0.4
H 16.553 6.366 5.117 -0.1 -0.1 0.1
C 19.549 12.025 12.523 0.2 0.9 -0.5
H 25.916 7.691 8.685 0.1 -0.1 -0.3
H 24.016 11.778 6.129 -0.1 -0.1 0.0
O 21.375 7.522 3.671 -0.6 -0.7 1.3
H 21.828 13.420 4.747 -0.1 0.2 0.1
C 16.644 5.888 10.527 1.1 0.8 0.2
H 26.461 6.886 11.153 0.3 0.5 -0.4
N 19.723 6.826 8.764 -0.1 0.1 -0.2
Cu 20.259 9.143 8.318 0.1 0.2 -0.1
H 19.454 4.105 7.488 0.0 -0.5 -0.5
N 18.175 9.899 7.529 -2.8 0.1 -0.8
H 17.679 7.260 6.124 0.1 -0.2 0.3
H 26.301 5.958 8.756 0.2 0.1 0.2
H 19.666 9.918 15.288 -0.2 0.3 0.1
H 24.914 7.735 10.819 0.1 0.0 0.3
H 17.034 4.909 10.805 0.1 0.0 0.0
H 20.003 12.973 12.235 0.7 -0.1 0.0
H 14.416 11.667 5.957 0.0 0.0 -0.2
H 14.477 13.100 7.737 0.0 0.2 0.1
H 18.239 6.394 4.708 0.2 0.1 0.0
H 16.035 12.567 8.290 0.0 -0.2 0.4
C 22.026 11.616 6.772 -3.0 -0.6 3.1
H 20.534 12.067 14.485 -0.4 0.5 -0.2
H 25.054 5.990 11.035 -0.4 -0.1 -0.1
H 23.863 5.488 9.150 -0.1 0.0 0.0
H 18.278 6.769 11.720 0.0 0.1 -0.2
H 23.993 14.385 6.758 0.1 -0.3 -0.1
H 16.706 6.967 12.422 -0.1 0.4 0.0
C 17.066 10.019 7.160 3.5 -1.1 1.4
H 15.719 9.647 5.646 0.2 0.1 -0.2
N 19.603 10.521 10.393 0.3 -1.2 -1.5
N 14.930 9.111 9.735 2.0 -0.7 1.0
C 17.245 7.018 11.476 -1.3 -1.2 -0.6
C 23.230 7.436 8.726 -1.2 1.5 0.1
H 22.755 11.213 5.004 0.5 -0.2 -0.3
C 24.223 6.332 8.562 -0.3 0.6 0.1
H 14.960 9.615 7.191 0.4 0.0 0.5
H 20.023 5.233 6.201 0.0 -0.3 -0.3
C 17.552 6.341 5.552 -0.3 -0.3 -0.6
H 23.498 13.586 4.312 0.2 -0.5 0.1
N 22.488 8.327 8.888 1.4 -2.0 -0.5
C 15.735 10.130 6.623 -0.5 1.0 -0.9
H 14.542 11.613 8.614 0.3 -0.4 -0.2
H 17.635 4.123 5.787 0.6 0.3 -0.9
```
Forces are in eV/Å.



Record 2
# C24H42ClFeN6O4

C24H42ClFeN6O4 as an isolated structure (the ωB97M-V functional and the def2-TZVPD basis, the OMol25 dataset).

charge = +3
E_LUMO (spin up / spin down) = -10.912 / -14.506 eV
HOMO level (spin up / spin down) = -17.2 / -17.2 eV
2S+1 = 7

Geometry as XYZ:
```
78
Properties=species:S:1:pos:R:3:forces:R:3
H -3.173 -0.108 -3.391 -1.2 0.1 0.0
H 0.206 5.740 -0.559 -0.5 0.3 -0.2
H -0.372 0.181 3.564 0.4 0.0 -0.7
C -4.254 1.856 -3.718 0.0 -0.5 0.2
H 4.358 -1.539 -4.469 0.8 -0.2 -0.3
C -1.087 1.276 5.151 0.4 3.1 -0.9
C 2.711 -5.545 0.569 -0.3 -0.5 0.1
H -4.924 -1.320 0.299 0.1 0.2 -0.2
C -0.018 1.007 4.182 0.6 -2.5 -0.6
H 0.260 1.895 3.616 -0.1 0.0 0.0
H -1.025 1.712 -3.135 -0.2 0.6 0.0
Cl 0.742 -0.879 -0.314 -1.8 -0.1 -1.0
C -3.683 -0.143 1.720 -0.7 0.2 0.0
C -4.861 0.848 1.723 0.0 0.4 0.0
H -1.575 0.473 -2.113 -0.2 0.2 0.8
H -0.294 3.011 0.612 -0.1 0.1 0.4
C 0.138 3.642 -0.164 -1.3 -0.6 0.0
C -5.035 2.202 -2.520 1.7 -1.8 -2.3
C 3.013 -2.210 -3.224 -1.0 -0.3 1.0
C 4.318 -1.536 -3.380 -1.2 0.6 -0.6
C 1.633 3.620 0.010 0.7 -0.4 -0.7
H 2.586 1.223 -3.561 0.0 -0.1 0.3
H -1.999 1.541 4.616 -0.6 -0.6 0.6
C -1.230 0.310 6.361 0.4 -0.9 0.8
C 3.570 0.943 -3.937 0.4 -0.8 0.8
C 4.488 -3.845 -0.198 0.5 -0.2 -0.9
H 5.106 -2.153 -2.950 -0.1 0.0 0.0
H -1.410 4.936 -0.879 0.4 0.2 -0.6
O 1.924 -1.458 0.105 2.2 -1.2 1.2
H 4.118 1.871 -4.098 0.0 -0.2 -0.1
H -0.687 2.227 5.500 -0.9 0.1 1.3
N -2.969 -3.616 1.111 0.3 -0.1 -0.2
O 1.062 0.384 -0.904 -0.7 0.2 0.3
H 2.867 -6.559 0.202 0.9 -0.1 0.0
H 0.865 0.623 4.693 0.4 0.2 -0.1
H 5.444 0.202 -2.985 -0.1 0.2 0.0
C -0.536 5.010 -0.232 -0.4 0.1 0.3
C -1.531 -1.062 6.152 -0.6 1.0 0.0
C -3.884 -1.229 0.610 0.8 0.0 0.2
H -4.903 1.604 2.507 0.6 -0.4 0.6
H 5.025 -2.906 -0.057 -0.4 0.2 1.0
C -3.387 -2.567 0.900 -0.3 -0.2 1.0
N 0.965 -4.622 -1.151 0.1 -0.3 -0.3
C -1.925 1.369 -2.625 -0.3 0.1 -0.4
Fe 0.008 -3.611 -2.734 2.4 0.5 1.7
H 2.177 4.127 -0.787 -0.2 0.4 -0.1
H 3.358 -3.868 1.589 0.3 -0.1 0.4
H -4.842 1.260 -4.416 -0.7 0.9 -0.2
H -1.967 0.787 7.007 -0.7 -0.2 0.0
H 2.093 2.631 0.017 -0.4 -0.5 -0.3
O 0.034 -1.742 -1.207 -0.5 -0.1 -0.7
H 2.225 -5.687 1.534 -0.8 -0.2 -0.3
H -4.790 1.516 0.865 -0.4 -0.5 -0.5
C 3.858 -4.598 0.953 0.3 1.3 -0.2
H -2.523 0.915 -4.573 -0.5 0.2 -0.4
H -2.394 2.146 -2.022 0.8 -0.1 0.7
C 4.376 -0.017 -2.958 -0.8 -0.2 -0.7
C 1.759 -5.039 -0.419 -0.8 0.8 0.2
H -3.580 -0.631 2.690 0.0 -0.1 0.0
N 1.986 -2.729 -3.053 0.3 0.5 -0.9
N -1.890 -2.185 5.974 0.2 -0.1 0.0
H -5.824 0.343 1.802 0.0 0.0 -0.4
O -0.121 -0.687 0.851 0.4 0.8 -0.1
N 2.491 4.583 2.254 -0.5 -0.5 -0.5
H -2.795 0.462 1.538 0.3 -0.3 -0.1
H 3.379 0.453 -4.892 0.3 0.1 -0.1
C 2.073 4.142 1.272 0.7 1.3 1.5
H 4.042 0.087 -1.926 0.1 0.1 0.0
H -0.218 3.143 -1.066 0.8 -0.3 -0.3
H -4.001 2.866 -4.040 0.3 -0.3 -1.0
H -0.290 0.345 6.912 0.5 -0.1 -0.2
H 5.311 -4.447 -0.582 -0.4 -0.3 -0.8
H -1.048 5.366 0.662 0.8 -0.1 0.5
H 3.697 -3.616 -0.911 0.3 -0.1 -0.6
C -3.029 0.951 -3.608 1.8 -0.2 0.1
H -3.209 -1.068 -0.231 -0.6 1.0 -0.6
H 4.673 -5.088 1.486 -0.6 -0.3 0.3
N -5.654 2.480 -1.622 -1.5 0.8 2.5
```
Forces are in eV/Å.



Record 3
# C24H42IrNP3Se

C24H42IrNP3Se as an isolated structure (the ωB97M-V functional and the def2-TZVPD basis, the OMol25 dataset).

charge = +4
E_LUMO (spin up / spin down) = -11.045 / -15.383 eV
HOMO level (spin up / spin down) = -17.9 / -19.8 eV
2S+1 = 6

Geometry as XYZ:
```
72
Properties=species:S:1:pos:R:3:forces:R:3
H 1.592 2.708 2.804 -0.4 -0.2 -0.4
H -2.173 2.131 1.966 0.3 -0.1 0.1
C 0.491 -0.869 -5.462 -1.1 0.2 1.8
H -0.542 3.071 -0.575 0.0 0.1 -0.1
H 3.812 -1.792 0.682 -0.1 0.1 0.1
H 3.807 0.524 -1.384 -0.1 0.1 0.0
P -2.400 0.002 -0.229 -2.6 0.4 -0.4
H 2.934 1.602 -0.281 -0.1 -0.2 -0.1
H 3.547 -1.976 -1.771 -0.2 -0.1 0.0
C -0.403 -2.519 -1.124 -0.8 -0.5 2.3
H -2.489 1.913 -1.642 -0.2 0.0 0.2
H -2.191 -0.693 7.296 0.2 -0.1 -0.3
C 0.318 2.991 0.085 -0.1 0.1 -0.4
C -0.162 -1.176 4.550 0.0 -0.2 -0.4
C -0.632 -2.576 -2.515 -0.7 -0.6 -2.6
H -0.951 3.114 2.765 0.3 -0.3 -0.4
H -3.173 -1.580 1.451 -0.1 0.2 -0.1
H 1.542 0.969 3.075 0.1 0.1 -0.2
C -1.332 -1.017 5.334 -1.1 0.0 0.8
C -0.042 -0.806 7.408 -0.5 -0.3 -0.2
H 2.307 -1.925 1.624 0.2 0.0 -0.1
P 0.128 1.541 1.151 0.6 1.8 1.4
C 1.255 0.903 -6.912 -0.3 0.9 0.0
C -3.372 -0.519 1.249 0.4 0.1 -0.1
H 0.830 2.893 -6.215 -0.1 -0.1 -0.2
H -0.178 -3.410 -3.114 -0.2 1.0 0.8
Ir -0.214 -0.740 -0.017 0.9 0.9 0.5
C 1.051 -1.272 5.272 1.2 0.1 0.7
C 0.029 1.430 -4.867 0.0 0.7 1.1
H -0.421 -0.194 -3.582 -0.1 -0.3 -0.3
H -1.318 -2.274 -0.324 0.7 -1.9 -1.6
H -4.238 -0.855 -1.468 0.1 0.0 -0.2
C 2.809 0.829 -1.045 0.0 0.0 0.1
C -2.912 1.697 -0.654 0.3 0.0 0.0
H 1.530 -1.271 -7.325 -0.3 0.9 0.4
C 1.104 -1.081 6.659 0.7 0.0 -0.7
C -1.157 2.104 2.372 -0.3 -0.3 0.0
H -2.308 -1.106 4.847 0.3 0.3 0.2
H -4.439 -0.387 1.026 0.2 0.0 0.0
H -2.565 2.448 0.055 -0.1 -0.1 -0.1
H -3.104 0.069 2.136 -0.1 -0.1 -0.3
H -1.157 1.437 3.243 0.0 0.0 -0.2
C 0.696 1.833 -6.029 1.4 0.1 -1.5
C -0.201 -1.240 3.111 -0.1 0.2 0.3
H -4.006 1.754 -0.697 0.2 -0.2 0.0
C 2.931 -1.245 1.035 -0.1 0.0 0.0
C -0.032 0.069 -4.560 0.1 -1.4 -0.7
H 1.969 -1.553 4.758 -0.1 0.2 0.1
Se -0.691 2.736 -3.610 0.1 -1.2 -0.8
H 2.246 1.238 -1.892 0.2 -0.1 0.1
H 3.247 -0.407 1.666 -0.1 -0.2 -0.2
H -1.387 -1.996 -3.089 0.7 -0.5 0.8
N -0.235 -1.174 1.931 0.0 -0.8 2.8
H 0.391 3.922 0.654 0.0 -0.2 0.2
H -0.006 -0.670 8.504 0.0 0.0 -0.8
H 2.086 -1.558 -2.710 0.0 0.0 0.1
H 2.552 1.663 1.769 -0.3 -0.1 0.1
C -3.154 -0.962 -1.577 -0.2 0.1 0.0
H -2.841 -0.566 -2.550 -0.2 0.0 0.2
H 1.213 2.906 -0.527 0.0 0.0 0.0
C -1.269 -0.825 6.724 -0.6 0.0 -0.9
H 1.766 1.263 -7.816 -0.2 -0.2 0.5
P 2.009 -0.693 -0.446 2.4 0.0 -0.6
H 2.052 -1.135 7.197 -0.1 -0.1 -0.4
H 1.976 -2.846 -1.494 0.5 0.1 -0.1
C 1.589 1.733 2.287 0.1 -0.3 0.0
H 0.626 3.182 -3.190 0.4 0.5 -0.3
H -2.888 -2.019 -1.508 -0.3 0.2 0.0
C 2.456 -1.896 -1.738 -0.1 0.1 0.1
C 1.124 -0.479 -6.656 0.4 0.1 -0.5
H 0.192 -3.442 -0.848 -0.8 1.3 0.5
H 0.379 -1.928 -5.237 0.2 0.2 0.0
```
Forces are in eV/Å.



Q: Which E_tot values were calculated for the entries above? A: -3669.54181 -3291.38143 -4522.54921, in a.u..
Q: Which energy above the lowest of the compared OMol25 structures with the same formula, charge and spin values were calculated for the entries above? A: 0.000 2.188 2.353, in eV.